# 1
Here is C35H36CuGeN3O2Se as an isolated structure from OMol25. Energies are from ωB97M-V/def2-TZVPD.

Geometry as XYZ:
```
79
Properties=species:S:1:pos:R:3:forces:R:3
C -2.115 1.040 -0.689 0.056 0.015 -0.179
H 0.388 4.004 -0.820 0.003 0.002 0.000
H 1.872 0.027 -1.943 -0.006 0.001 -0.001
H -3.291 -5.097 4.024 -0.001 -0.004 0.004
C 4.207 -3.041 -1.841 0.008 0.011 -0.004
H 1.000 -1.148 3.097 0.043 -0.005 0.005
C -0.061 4.332 0.118 0.000 -0.002 -0.002
Ge 0.728 -1.732 0.191 0.027 -0.009 -0.056
C 1.731 2.330 4.318 -0.009 -0.003 0.000
N -0.897 2.150 0.774 0.003 0.150 0.033
C 1.132 -2.220 3.002 -0.052 0.013 0.015
H -3.693 -0.968 -1.412 -0.046 0.031 -0.013
C -4.201 -0.460 -3.448 0.001 -0.005 0.008
Cu -1.270 0.562 1.855 0.099 -0.220 -0.038
C 1.455 -4.365 4.049 0.021 0.067 0.059
H 1.378 -6.069 2.744 0.002 -0.002 -0.003
C 0.617 3.223 2.272 0.007 0.003 -0.011
C -2.608 1.775 -3.048 -0.016 0.003 0.022
C -2.853 -4.250 3.487 -0.020 0.002 0.005
C 1.098 -4.227 1.680 -0.063 0.005 -0.025
C -3.227 1.574 -4.272 -0.001 0.001 -0.009
H -0.843 -5.390 -0.728 -0.002 0.002 0.013
H -1.058 4.696 -0.129 0.000 0.000 -0.003
C -2.389 -1.843 3.560 -0.034 0.116 -0.049
C -4.466 -2.675 4.584 -0.006 0.002 -0.054
H 4.858 -3.906 -1.815 -0.002 -0.004 0.000
H -4.507 0.298 -5.434 -0.002 0.001 0.001
H -4.922 -3.502 5.136 0.003 -0.002 0.001
H 1.814 -4.444 -4.696 0.001 -0.002 -0.003
C 0.431 -6.120 -2.297 -0.012 -0.002 0.013
C 1.358 -2.983 4.139 0.025 -0.075 0.050
C 2.296 -1.841 -0.969 -0.014 -0.070 -0.048
C -4.026 0.456 -4.476 0.009 -0.003 0.003
H 0.641 -2.569 -3.588 0.001 0.013 0.002
C -3.579 -0.260 -2.223 -0.049 0.044 -0.012
C -0.152 3.174 1.074 -0.011 0.006 0.012
C -2.258 -3.146 5.651 -0.200 0.055 0.096
O 0.260 1.009 3.052 -0.148 0.118 0.093
C -2.781 0.859 -2.014 -0.037 0.022 0.010
N -1.493 2.167 -0.485 0.027 -0.011 -0.006
C 1.213 -4.627 -3.811 -0.002 0.002 -0.009
C 0.555 -3.573 -3.195 0.025 -0.021 0.007
H 3.756 -0.137 -3.521 0.000 0.002 -0.002
C -0.194 -3.823 -2.052 0.055 0.010 0.040
H 5.245 -2.112 -3.474 0.001 -0.001 -0.001
H 1.154 2.257 5.242 0.003 -0.009 0.000
C -0.261 -5.137 -1.604 -0.020 -0.033 -0.056
C 2.530 -0.835 -1.905 -0.016 0.009 -0.020
H -5.003 -2.540 3.644 -0.005 0.000 0.003
H -2.696 -3.977 6.214 -0.001 0.013 -0.006
C 1.008 -2.838 1.760 -0.042 -0.017 -0.010
Se -1.123 -2.401 -1.140 0.076 -0.072 0.030
H -2.333 -2.237 6.251 -0.009 -0.007 0.005
H -1.209 -3.353 5.485 0.285 -0.064 -0.047
H 1.434 -2.493 5.101 0.005 0.006 0.021
H 2.998 -3.729 -0.217 -0.005 -0.014 0.007
C -1.931 -0.923 2.908 -0.105 -0.067 0.121
H 0.473 -0.272 0.550 0.121 -0.042 -0.017
H 0.968 -4.725 0.727 0.044 0.002 0.000
H -4.819 -1.336 -3.601 0.000 -0.001 0.000
H -1.982 2.640 -2.872 0.001 -0.001 -0.002
H 0.393 -7.150 -1.957 0.001 -0.003 0.000
H -3.363 -4.137 2.530 -0.003 0.000 -0.007
C 3.587 -0.927 -2.800 -0.016 0.009 -0.004
O -2.183 0.063 0.144 -0.174 0.017 0.157
C 0.799 2.164 3.140 0.068 -0.029 0.000
H 0.537 5.134 0.547 -0.001 -0.003 0.001
C -2.983 -2.964 4.315 0.045 0.051 -0.102
C 1.319 -4.989 2.818 0.004 -0.036 -0.020
H -1.803 -4.465 3.284 0.046 -0.007 -0.003
N 1.166 -5.887 -3.383 0.009 0.002 -0.010
H 2.452 1.510 4.321 0.000 0.007 -0.007
H 1.161 4.135 2.469 -0.001 -0.001 -0.003
C 4.424 -2.035 -2.772 0.010 -0.012 0.004
H -3.084 2.291 -5.072 0.000 0.000 0.001
H 2.262 3.281 4.300 -0.005 0.004 0.002
C 3.152 -2.940 -0.943 0.006 0.044 -0.009
H -4.575 -1.761 5.169 0.002 0.000 0.000
H 1.626 -4.957 4.941 -0.011 -0.001 0.010
```
Forces are in eV/Å.

Summary:
LUMO level (spin up / spin down) (eV): 2.60 / 2.60
Orbital gap (spin up / spin down) (eV): 7.0 / 7.0
Total charge: -1
2S+1: 2

---

# 2
Here is a 10-piece molecular cluster, C7H34O10 overall in a non-equilibrium geometry from OMol25. Energies are from ωB97M-V/def2-TZVPD.

Geometry as XYZ:
```
51
Properties=species:S:1:pos:R:3:forces:R:3
O -2.504 -2.451 0.525 -0.057 -0.072 -0.418
O 0.800 0.511 -1.678 -0.769 -0.808 -2.341
H 2.034 0.498 -0.121 0.144 -0.182 0.229
H -2.257 -2.444 -2.186 -0.090 0.061 0.251
H 0.560 -0.432 0.175 -0.138 -0.071 -0.192
O -1.842 0.194 3.194 -0.084 -0.400 -0.134
H -2.352 -1.837 1.243 0.013 0.371 0.280
H -3.196 2.895 0.655 -0.341 0.071 0.578
C 4.328 -3.887 1.118 -0.359 0.723 0.366
O 3.893 2.282 -4.029 0.222 0.006 -0.046
H 1.971 -1.163 4.367 0.075 -0.167 -0.571
H 0.542 1.356 0.096 -0.222 -0.077 0.555
H 3.312 -0.180 3.631 -0.617 0.313 -0.348
H -3.488 4.101 3.973 0.056 0.061 0.035
H 3.682 -4.332 2.810 -0.544 -0.003 0.444
H -4.594 4.518 2.103 -0.333 0.716 0.520
H 3.216 -0.447 5.312 0.137 0.139 0.313
C -2.566 -3.335 -3.890 0.870 -0.458 -0.359
H 4.615 -3.568 -0.971 0.032 -0.424 -0.164
O -0.442 3.535 -3.942 -0.237 -0.002 -0.107
C 2.588 -0.267 4.440 0.468 -0.863 0.732
C 3.786 -3.748 -0.287 0.294 -0.095 -0.228
H -2.190 -4.301 -3.553 -0.104 -0.272 -0.048
H 3.436 3.123 -4.048 -0.043 0.222 0.005
O -2.990 3.894 3.178 0.671 -0.750 0.965
C -3.510 4.627 2.119 -1.129 -1.084 -1.672
H 1.360 0.713 5.485 -0.185 0.317 0.038
O -3.234 0.903 -4.651 -0.238 0.042 -0.080
H -2.084 -3.263 0.810 0.096 -0.223 0.082
C -3.139 3.977 0.774 1.310 1.108 -0.133
H -2.887 0.051 -4.385 0.089 -0.343 0.162
C 0.965 0.445 -0.329 1.011 1.092 2.262
H -2.470 1.479 -4.668 0.204 0.284 -0.019
H 4.929 -4.792 1.206 0.158 -0.124 -0.326
H -2.127 -3.149 -4.870 -0.479 -0.242 -0.224
H -2.107 4.264 0.574 0.262 -0.285 -0.171
H 0.132 -0.149 -1.878 -0.079 0.083 -0.626
O -2.001 -2.319 -3.103 -0.158 0.723 0.496
O 3.248 -3.972 2.033 -0.399 -0.613 0.362
H 3.070 -2.964 -0.532 0.024 0.304 0.800
H 3.195 1.632 -3.945 -0.184 -0.255 0.081
H 0.330 4.005 -4.258 0.126 0.161 -0.128
H -2.396 0.836 3.638 -0.191 0.260 -0.001
H 4.912 -3.068 1.538 0.544 0.351 -0.900
H -0.947 0.478 3.382 0.355 0.128 0.016
H -3.654 -3.379 -3.920 -0.055 0.333 -0.010
O 1.768 0.865 4.629 0.035 0.227 -0.204
H -3.696 4.449 -0.036 -0.254 -0.036 0.089
H -3.169 5.661 2.160 -0.232 0.129 -0.168
H -0.089 2.836 -3.392 0.091 -0.281 0.305
H 3.261 -4.680 -0.498 0.233 -0.097 -0.347
```
Forces are in eV/Å.

Summary:
LUMO level (eV): 0.32
Orbital gap (eV): 10.6
Total charge: 0
2S+1: 1

---

# 3
Here is C28H22IrN5O4S as an isolated structure in a non-equilibrium geometry from OMol25. Energies are from ωB97M-V/def2-TZVPD.

Geometry as XYZ:
```
61
Properties=species:S:1:pos:R:3:forces:R:3
C -2.784 -1.377 -1.726 -0.284 0.408 0.213
H 1.478 -1.750 -3.286 0.057 0.062 0.160
H 3.340 0.658 1.162 -0.011 0.002 0.015
C 1.382 3.145 -1.587 0.031 1.059 -0.365
C -0.743 3.702 -1.776 -0.545 0.555 0.022
C 0.234 -3.245 -2.279 0.011 -0.098 -0.158
Ir -0.026 0.658 -1.561 -1.790 2.059 -1.060
H -3.681 -3.347 -1.596 0.054 0.011 -0.016
C -5.147 -1.832 -1.518 -0.188 0.069 0.040
H 2.585 -4.182 0.532 0.036 -0.013 0.035
O -1.967 2.672 1.102 -0.045 -0.110 0.095
C 3.220 -0.012 -1.457 -0.206 -0.498 0.139
C -0.141 -0.304 1.132 0.069 -0.446 0.044
C 3.063 -0.926 -0.263 0.044 0.070 0.043
C 2.416 2.226 -1.481 0.535 -0.171 -0.007
H 2.129 5.192 -1.219 -0.001 -0.005 0.013
H 2.805 -3.254 2.814 -0.021 0.005 0.008
H 3.155 -0.821 3.124 0.042 -0.003 -0.010
C 0.595 -2.039 -2.745 -0.103 -0.113 -0.181
C 0.123 -0.874 3.622 -0.065 -0.104 0.020
C 2.751 -3.122 0.676 -0.014 0.037 -0.037
H 0.373 -1.907 3.420 -0.029 0.017 -0.034
C -0.516 1.825 4.134 -0.072 0.174 -0.041
H -0.273 1.308 6.195 -0.004 -0.013 0.006
H 3.438 2.567 -1.341 0.030 -0.112 -0.041
N 2.136 0.963 -1.558 -1.133 -0.562 0.367
C -0.451 1.325 2.852 0.083 -0.305 -0.363
H -0.768 2.861 4.317 0.029 -0.002 0.033
H 2.781 -2.703 -1.424 0.101 0.012 0.046
O -2.081 0.907 -1.891 1.517 0.340 0.428
H -6.420 -0.099 -1.498 0.025 0.062 0.027
C -1.454 -1.837 -1.947 0.126 -0.422 -0.247
H -1.576 -3.811 -1.301 -0.047 -0.022 -0.066
H -1.801 3.563 -1.927 0.049 -0.168 0.032
O 0.440 3.139 1.136 0.123 -0.118 0.199
H 4.178 0.509 -1.393 -0.052 0.102 -0.103
H 0.321 -1.039 5.746 -0.035 -0.001 0.009
H 0.763 -4.180 -2.259 -0.061 -0.030 -0.002
N -0.443 -1.135 -2.517 1.005 0.180 0.751
O -0.006 -1.387 0.595 -0.008 0.046 0.090
C -3.028 0.009 -1.766 -0.327 -0.494 0.168
C 3.070 -1.236 2.128 -0.010 0.031 -0.015
H -5.963 -2.537 -1.451 -0.001 0.008 0.037
C 2.852 -2.286 -0.428 0.171 -0.006 0.093
C -0.242 0.947 5.176 0.032 0.003 -0.087
C 2.863 -2.599 1.954 0.029 -0.035 -0.032
N 0.137 2.655 -1.830 0.081 -1.964 1.055
N -1.048 -3.103 -1.783 0.089 0.171 -0.104
C -0.055 4.872 -1.533 -0.276 -0.307 -0.178
S -0.635 2.213 1.327 -0.100 0.387 0.050
C -4.368 0.441 -1.674 0.246 0.358 -0.026
H -0.502 5.847 -1.443 0.048 0.027 -0.046
C -0.153 -0.006 2.584 -0.077 0.283 0.198
C -5.399 -0.452 -1.554 0.071 -0.188 -0.068
C 0.087 -0.381 4.920 -0.018 -0.022 0.046
N -0.338 0.842 0.413 0.446 0.004 -1.111
C 1.302 4.531 -1.422 0.179 -0.205 -0.031
C 3.168 -0.405 1.024 -0.009 0.030 -0.017
H 3.224 -0.621 -2.363 0.079 0.090 -0.037
C -3.858 -2.277 -1.593 0.149 -0.121 0.009
H -4.541 1.509 -1.690 -0.051 -0.009 -0.011
```
Forces are in eV/Å.

Summary:
LUMO level (spin up / spin down) (eV): -4.83 / -5.94
Orbital gap (spin up / spin down) (eV): 6.0 / 4.8
Total charge: +1
2S+1: 2

---

# 4
Here is an isolated ion of composition C5H10FN2 and charge +1 in a non-equilibrium geometry from OMol25. Energies are from ωB97M-V/def2-TZVPD.

Geometry as XYZ:
```
18
Properties=species:S:1:pos:R:3:forces:R:3
H 2.388 2.303 -0.171 0.144 -1.357 0.002
H -0.135 2.003 0.964 1.325 2.426 0.734
H -1.924 -1.406 0.648 -1.098 -0.878 -0.362
C 1.188 -0.795 -0.416 1.242 -0.882 0.450
H -0.549 -0.743 -1.487 -0.057 -1.249 -0.527
C -0.995 -0.918 0.565 1.665 -0.985 0.036
C -1.253 0.548 0.354 1.133 -2.836 -0.408
C -0.136 -1.339 -0.654 -2.052 1.492 -0.484
H 2.063 -1.109 -1.057 -1.277 0.758 -0.135
H -1.779 0.543 -0.600 -0.054 1.099 0.055
H 2.996 0.731 -0.747 0.179 0.414 0.251
F 1.540 -1.365 0.792 1.332 0.019 1.098
H -0.387 -1.272 1.434 -0.944 1.066 -0.193
N 2.293 1.268 -0.254 -0.606 1.660 -0.168
H -1.787 0.868 1.168 -1.727 1.324 1.553
N 0.024 1.230 0.403 0.630 -2.124 -2.274
H -0.053 -2.381 -0.722 -0.242 -1.427 -0.806
C 1.121 0.678 -0.127 0.407 1.479 1.178
```
Forces are in eV/Å.

Summary:
LUMO level (eV): -4.10
Orbital gap (eV): 11.1
Total charge: +1
2S+1: 1

---

Number 1: total energy -7788.92790 Ha. Number 2: total energy -1039.37045 Ha. Number 3: total energy -2157.21229 Ha. Number 4: total energy -405.62464 Ha.